Entry 1:
Density functional theory data (wB97M-V/def2-TZVPD) for a molecular structure, C3H6N2O2.

CARTESIAN COORDINATES (ANGSTROEM)
C -0.1872 -0.3100 -0.0434
C -1.6874 -0.7297 0.2177
C -2.8020 0.1450 -0.1038
H 2.0653 0.7486 -0.0245
H -0.4964 1.8719 0.0416
H -1.7629 -1.7759 0.8016
H -2.8673 1.3750 -0.4808
H -3.8259 -0.0706 0.2345
H 2.6718 -1.3765 0.5400
N 0.0694 1.0881 -0.3724
N 0.6903 -1.2191 -0.0393
O 1.3427 1.3719 0.4360
O 2.0268 -0.6827 -0.2678

Calculated values
ΔE to the lowest compared entry with this formula, charge and spin, kJ/mol: 865.4
E_tot, eV: -10275.8285
Total charge: 0


Entry 2:
Density functional theory data (wB97M-V/def2-TZVPD) for CCl5O3PS in the gas phase.

CARTESIAN COORDINATES (ANGSTROEM)
C 1.0987 -0.3555 -0.0383
O -0.1861 -0.0693 0.1500
O -1.8061 -0.4145 -1.9459
O 1.5076 2.3103 -0.7473
P -1.6121 -0.6123 -0.5114
S 1.8520 1.4488 0.3639
Cl 1.8027 -1.3975 1.3548
Cl 1.6341 -0.9282 -1.5974
Cl -2.6210 0.4386 0.8312
Cl -2.0871 -2.3843 0.3166
Cl 0.4172 1.9639 1.8239

Calculated values
ΔE to the lowest compared entry with this formula, charge and spin, kJ/mol: 0.0
E_tot, eV: -89916.7213
Total charge: 0


Entry 3:
Density functional theory data (wB97M-V/def2-TZVPD) for C5H10NP in the gas phase.

CARTESIAN COORDINATES (ANGSTROEM)
C -1.8769 -0.6950 -0.4436
C -1.8234 0.0292 0.8346
C -1.6310 0.7881 -0.4337
P 0.0426 1.4990 -0.3972
N 0.9629 0.2122 0.3406
C 1.8772 -0.7536 -0.1723
C 2.3674 0.2890 0.6896
H -0.9317 -1.3756 -0.5549
H -2.7770 -1.0755 -0.9900
H -2.7003 0.1104 1.5179
H -0.8703 -0.1818 1.4840
H -2.6155 1.1994 -0.7233
H 0.3709 1.2606 -2.0243
H 2.0899 -0.6664 -1.2689
H 1.8035 -1.7439 0.1258
H 2.5863 0.1400 1.7053
H 3.1257 0.9639 0.3104

Calculated values
ΔE to the lowest compared entry with this formula, charge and spin, kJ/mol: 259.9
E_tot, eV: -16122.2152
Total charge: 0
Structure (SMILES): C1CC1PN1CC1


Entry 4:
Density functional theory data (wB97M-V/def2-TZVPD) for 2 unconnected molecules or ions with the total composition C2H8N4O3.

CARTESIAN COORDINATES (ANGSTROEM)
C -1.2440 0.7900 1.7443
C -1.8137 0.3494 0.3958
N 0.4121 -1.3307 -1.6830
N -0.5746 -1.0251 -0.9528
N -0.7509 0.1471 -0.5339
N 3.0239 0.3133 -0.4527
O 2.0277 0.9205 -1.1476
O 4.1054 0.7453 -0.6676
O 2.7164 -0.5559 0.3047
H -0.5177 0.0656 2.1035
H -0.7480 1.7480 1.6389
H -2.0417 0.8823 2.4742
H -2.4078 -0.5755 0.5195
H -2.4666 1.1337 0.0036
H 1.1586 0.4441 -1.0944
H 0.4115 -2.2991 -1.9817
H -1.2907 -1.7529 -0.6707

Calculated values
ΔE to the lowest compared entry with this formula, charge and spin, kJ/mol: 608.9
E_tot, eV: -14300.2518
Total charge: 0


Ordered orbital gap results: 0.344, 0.359, 0.367, 0.358; unit Ha.